Entry 1:
9 unconnected molecules or ions with the total composition C44H44N6O22S2 in a non-equilibrium geometry. Source: OMol25; level of theory: ωB97M-V/def2-TZVPD.

```
118
C44H44N6O22S2 ωB97M-V/def2-TZVPD
C -2.5034 7.4985 -5.3926
C -3.1730 8.1274 -4.1937
O -2.9455 7.2053 -3.1450
S -2.7460 5.6427 -3.7074
O -3.9458 4.8718 -3.3532
O -1.4075 5.2441 -3.2629
O -2.7240 6.0897 -5.3298
H -1.4753 7.8593 -5.3629
H -2.8430 7.8848 -6.3536
H -4.2468 8.2887 -4.2888
H -2.8006 9.1127 -3.9134
C 8.8781 -2.9112 -1.3475
C 9.4544 -4.2990 -1.0866
O 10.3395 -4.5390 -2.2268
S 10.3614 -3.3727 -3.3500
O 9.2960 -3.6264 -4.3399
O 11.7584 -3.1752 -3.8182
O 9.8195 -2.2453 -2.2278
H 8.5443 -2.2937 -0.5136
H 8.0799 -3.0356 -2.0793
H 8.7870 -5.1563 -1.1743
H 10.1705 -4.3905 -0.2699
C -1.5717 9.4718 7.6125
C -0.3577 8.7348 7.8233
C 0.1699 8.0063 6.6645
C -0.4519 8.0469 5.4017
C -1.6314 8.8024 5.2496
C -2.1901 9.4911 6.3341
N 0.1369 7.2556 4.3357
O -0.2634 7.3593 3.2006
O 1.0082 6.4604 4.7357
H -1.8903 10.0145 8.4903
H 0.0404 8.5842 8.8158
H 1.0508 7.3993 6.8126
H -2.1270 8.7533 4.2913
H -3.0349 10.1547 6.2226
C 2.8953 -14.0541 1.5763
C 2.6362 -13.2094 0.5676
C 2.7448 -11.8381 0.7748
C 3.0250 -11.3678 2.0454
C 3.1801 -12.2535 3.1166
C 3.1435 -13.6195 2.8503
N 2.9951 -9.9195 2.3383
O 2.8133 -9.6487 3.5208
O 3.2494 -9.1505 1.4191
H 2.7982 -15.1245 1.4699
H 2.3236 -13.5532 -0.4073
H 2.4884 -11.3009 -0.1263
H 3.3011 -11.9046 4.1315
H 3.1612 -14.3519 3.6437
C -4.3956 -1.7084 -7.3890
C -5.3260 -2.1162 -8.2729
C -5.3905 -3.4567 -8.5570
C -4.8057 -4.3576 -7.6558
C -4.0284 -3.9650 -6.5781
C -3.8330 -2.6188 -6.4592
N -4.9988 -5.8236 -7.7622
O -6.0124 -6.3006 -8.3739
O -4.2628 -6.6006 -7.1917
H -4.0515 -0.6909 -7.5015
H -5.7200 -1.5186 -9.0817
H -6.0003 -3.8554 -9.3543
H -3.5839 -4.5704 -5.8020
H -3.1775 -2.2384 -5.6898
C -5.6085 3.4429 3.5548
C -6.3398 3.5581 2.3659
C -7.1754 4.6048 2.1618
C -7.3179 5.6940 3.0986
C -6.4702 5.6752 4.2531
C -5.6522 4.5594 4.3992
N -8.2264 6.7519 2.9270
O -8.8206 6.7488 1.8582
O -8.4581 7.5565 3.8107
H -4.8741 2.6608 3.6787
H -6.2710 2.8065 1.5934
H -7.5468 4.6669 1.1496
H -6.6360 6.4464 4.9909
H -5.0122 4.6802 5.2607
C 3.1016 -2.9792 9.5297
C 1.7014 -2.7312 9.5466
C 1.1512 -2.0641 10.6399
C 1.9303 -1.8592 11.7622
C 3.3210 -2.0496 11.7232
C 3.9440 -2.6240 10.5432
N 1.3925 -1.0734 12.9666
O 2.0634 -0.4217 13.6970
O 0.1664 -0.9969 13.0455
H 3.4658 -3.1964 8.5364
H 1.1723 -2.8934 8.6192
H 0.1416 -1.6844 10.5860
H 3.9494 -1.6740 12.5173
H 4.9961 -2.8643 10.5018
C 0.8650 2.6312 -8.9422
C 0.7005 1.2853 -9.2259
C 0.3512 0.8753 -10.4449
C -0.0433 1.7987 -11.3780
C -0.1452 3.1501 -11.0579
C 0.4325 3.5352 -9.8775
N -0.5212 1.3470 -12.7381
O -1.3418 2.0516 -13.3837
O 0.0470 0.4508 -13.3235
H 1.0169 2.9499 -7.9215
H 0.8195 0.5961 -8.4030
H 0.5269 -0.1679 -10.6624
H -0.6498 3.8522 -11.7052
H 0.1503 4.5692 -9.7441
O 1.5291 -0.6773 -1.5621
C 1.7296 -0.5469 -0.3815
O 3.0297 -0.3062 0.2414
C 2.8778 0.0056 1.6781
C 1.6237 -0.9326 1.8729
C 0.6316 -0.6473 0.7026
H 2.7102 1.0388 1.9823
H 3.6077 -0.4156 2.3695
H 1.2254 -0.5625 2.8176
H 2.0136 -1.9502 1.8497
H 0.2679 0.3801 0.6855
H -0.2772 -1.2484 0.7302
```

Properties
SMILES	O=[N+]([O-])c1ccccc1.O=[N+]([O-])c1ccccc1.O=[N+]([O-])c1ccccc1.O=[N+]([O-])c1ccccc1.O=[N+]([O-])c1ccccc1.O=[N+]([O-])c1ccccc1.O=S1(=O)OCCO1.O=S1(=O)OCCO1.O=C1CCCO1
strongest force on any atom	4.5	eV/A
HOMO energy	-10.0	eV
E_tot	-4482.40524	Eh

Entry 2:
A molecular structure, C44H44N6O6W in a non-equilibrium geometry. Source: OMol25; level of theory: ωB97M-V/def2-TZVPD.

```
101
C44H44N6O6W ωB97M-V/def2-TZVPD
W -0.4808 -0.7630 0.6340
C -2.5845 2.1610 -1.3739
C -1.9911 0.9245 -2.0454
C -2.6652 -0.4024 -1.6568
N -1.8482 -1.3407 -0.8746
C -2.0517 -2.6557 -0.9640
C -2.3720 -3.3088 -2.1670
C -2.7699 -4.6072 -2.4382
C -3.1381 -5.6215 -1.5755
C -3.1528 -5.5034 -0.1909
C -2.6443 -4.5223 0.6324
C -1.8647 -3.3684 0.3368
N -1.1509 -2.7169 1.2295
C -1.0992 -3.0534 2.6506
C 0.2931 -3.0347 3.3007
C 1.3510 -2.1448 2.6574
N 0.8148 -0.8484 2.2828
C 1.6416 0.0342 1.6750
C 2.9782 -0.2878 1.3468
C 4.0567 0.5363 1.0490
C 4.1646 1.9114 1.0466
C 3.1175 2.8082 1.2540
C 1.7674 2.5791 1.3738
C 1.0469 1.3565 1.3332
N -0.2271 1.2824 0.9952
C -0.9899 2.4846 0.6688
C -2.4139 2.2758 0.1421
H -3.6584 2.1981 -1.5846
H -2.1571 3.0501 -1.8508
H -0.9270 0.8723 -1.8396
H -2.0631 1.0558 -3.1263
H -3.0441 -0.8962 -2.5533
H -3.5434 -0.1836 -1.0336
H -2.2500 -2.6771 -3.0388
H -2.8532 -4.8345 -3.4962
H -3.5035 -6.5434 -2.0061
H -3.6285 -6.3222 0.3407
H -2.8199 -4.6854 1.6859
H -1.5368 -4.0331 2.8341
H -1.7359 -2.3238 3.1596
H 0.6981 -4.0492 3.3131
H 0.1498 -2.7424 4.3424
H 1.7548 -2.6731 1.7823
H 2.1848 -1.9952 3.3529
H 3.1998 -1.3457 1.3574
H 4.9767 -0.0007 0.8378
H 5.1428 2.3350 0.8664
H 3.3987 3.8564 1.2625
H 1.1451 3.4603 1.4458
H -0.4189 3.0655 -0.0711
H -1.0381 3.0983 1.5750
H -2.9883 3.1451 0.4696
H -2.8742 1.4185 0.6289
C 3.8537 5.6220 -2.3644
C 4.2473 4.1724 -2.3129
C 5.5572 3.8199 -2.0185
C 5.9306 2.4859 -1.9629
C 4.9965 1.4948 -2.1959
C 3.6844 1.8358 -2.5130
N 2.6800 0.8464 -2.6940
C 2.9500 -0.4871 -2.9497
C 3.9191 -0.8476 -3.8994
C 4.2063 -2.1716 -4.1468
C 3.5493 -3.1989 -3.4657
C 2.5861 -2.8647 -2.5411
C 2.2686 -1.5264 -2.2853
C 1.2594 -1.2623 -1.2426
O 0.9156 -2.1402 -0.3934
O 0.7076 -0.1201 -1.0858
C 3.2966 3.1786 -2.5759
C 1.8819 3.5726 -2.8986
H 4.6901 6.2595 -2.0820
H 3.0214 5.8394 -1.6918
H 3.5327 5.9161 -3.3659
H 6.2832 4.5993 -1.8253
H 6.9495 2.2177 -1.7158
H 5.2802 0.4555 -2.1099
H 1.9045 0.9650 -2.0556
H 4.4366 -0.0646 -4.4362
H 4.9571 -2.4135 -4.8882
H 3.7861 -4.2339 -3.6650
H 2.0481 -3.6286 -1.9964
H 1.2884 2.7261 -3.2337
H 1.8564 4.3267 -3.6872
H 1.3832 4.0107 -2.0295
O -1.6641 0.6477 3.6290
C -2.4694 0.1394 2.8690
O -2.2355 -0.3835 1.7065
C -3.9296 0.0399 3.2733
C -4.8164 -0.8433 2.6750
C -6.1344 -0.9249 3.1052
C -6.5873 -0.1065 4.1286
C -5.6821 0.7729 4.6979
C -4.3630 0.8648 4.3085
N -6.1608 1.6613 5.7951
O -7.3124 1.5299 6.1572
O -5.3864 2.4844 6.2314
H -4.4650 -1.4681 1.8630
H -6.8177 -1.6232 2.6419
H -7.6066 -0.1406 4.4797
H -3.6749 1.5404 4.7911
```

Properties
strongest force on any atom	2.0	eV/A
2S+1	3
HOMO energy (alpha / beta)	-6.6 / -7.5	eV
E_tot	-2550.12562	Eh

Entry 3:
A molecular structure, C44H45N4O2OsP2S in a non-equilibrium geometry. Source: OMol25; level of theory: ωB97M-V/def2-TZVPD.

```
99
C44H45N4O2OsP2S ωB97M-V/def2-TZVPD
Os -0.5546 -0.2953 -0.6446
C 3.4436 0.9021 3.3766
C 3.2424 -0.5819 3.0018
C 4.1958 -1.4467 3.8355
C 3.5015 -0.7606 1.5195
C 4.7837 -1.0091 1.0301
C 5.0387 -1.2424 -0.3110
C 3.9919 -1.2348 -1.2102
C 2.7084 -0.9172 -0.7680
P 1.3519 -1.0127 -1.9219
C 1.2391 -2.7312 -2.4058
C 1.7751 -3.1789 -3.6131
C 1.7439 -4.5340 -3.9063
C 1.1747 -5.4300 -3.0115
C 0.6483 -4.9859 -1.8038
C 0.6894 -3.6371 -1.4996
C 1.6768 -0.0514 -3.3974
C 2.8330 0.7089 -3.5767
C 3.0284 1.3784 -4.7760
C 2.0699 1.3092 -5.7782
C 0.9023 0.5766 -5.5884
C 0.7023 -0.1037 -4.4001
C 2.4860 -0.6808 0.5806
O 1.1444 -0.3615 0.9824
C 0.8067 -0.7791 2.3156
C -0.5392 -0.9794 2.5933
C -0.9160 -1.4611 3.8443
C 0.0511 -1.6874 4.8047
C 1.3760 -1.4060 4.5207
C 1.7945 -0.9523 3.2693
P -1.7783 -0.3567 1.4588
C -3.2417 -1.3778 1.4918
C -4.4636 -0.7824 1.1553
C -5.6151 -1.5487 1.1181
C -5.5501 -2.9090 1.4015
C -4.3380 -3.5051 1.7208
C -3.1786 -2.7476 1.7525
C -2.2444 1.2289 2.2127
C -1.7370 2.4592 1.8212
C -2.0735 3.6082 2.5284
C -2.9213 3.5313 3.6209
C -3.4224 2.3001 4.0244
C -3.0845 1.1533 3.3293
H 4.4736 1.2030 3.1815
H 3.2367 1.0534 4.4364
H 2.7793 1.5519 2.8020
H 5.2322 -1.1748 3.6524
H 4.0716 -2.5091 3.6220
H 4.0366 -1.2832 4.8986
H 5.6113 -1.0455 1.7227
H 6.0454 -1.4530 -0.6448
H 4.1606 -1.4941 -2.2480
H 2.2096 -2.4846 -4.3215
H 2.1643 -4.8901 -4.8372
H 1.1443 -6.4839 -3.2542
H 0.2121 -5.6873 -1.1056
H 0.3052 -3.3028 -0.5395
H 3.5792 0.7813 -2.7967
H 3.9331 1.9515 -4.9288
H 2.2335 1.8267 -6.7143
H 0.1565 0.5308 -6.3709
H -0.2013 -0.6877 -4.2565
H -1.9576 -1.6440 4.0689
H -0.2279 -2.0588 5.7812
H 2.1097 -1.5484 5.2998
H -4.5197 0.2813 0.9536
H -6.5651 -1.0880 0.8831
H -6.4517 -3.5067 1.3716
H -4.2943 -4.5637 1.9378
H -2.2337 -3.2240 1.9814
H -1.0488 2.5193 0.9933
H -1.6653 4.5674 2.2411
H -3.1855 4.4269 4.1672
H -4.0736 2.2326 4.8854
H -3.4834 0.2023 3.6567
C -0.0392 4.5604 -0.4335
N 0.0237 3.2278 -1.0450
C 1.3176 2.5528 -0.9826
C -1.0689 2.5930 -1.4518
N -1.1060 1.2179 -1.5678
N -2.1697 3.2538 -1.8010
C -3.4936 2.6258 -1.7992
C -2.1142 4.5463 -2.5027
H 0.5627 4.5423 0.4742
H -1.0659 4.8028 -0.1791
H 0.3584 5.3269 -1.0975
H 2.0894 3.3033 -0.8384
H 1.5069 2.0313 -1.9138
H 1.3708 1.8467 -0.1443
H -1.8964 0.9306 -2.1432
H -3.5207 1.7879 -1.1062
H -3.7745 2.2976 -2.8026
H -4.2194 3.3651 -1.4647
H -1.0882 4.8097 -2.7346
H -2.5757 5.3331 -1.9075
H -2.6682 4.4441 -3.4353
O -2.4227 -3.3674 -0.7548
S -2.6682 -2.3914 -1.7915
N -1.8661 -1.1079 -1.7927
```

Properties
strongest force on any atom	1.6	eV/A
charge	+3
HOMO energy (alpha / beta)	-16.4 / -16.4	eV
E_tot	-3243.82621	Eh

Entry 4:
8 unconnected molecules or ions with the total composition C44H46Cl8N2O4 in a non-equilibrium geometry. Source: OMol25; level of theory: ωB97M-V/def2-TZVPD.

```
104
C44H46Cl8N2O4 ωB97M-V/def2-TZVPD
Cl 5.6994 -20.3402 26.0174
C 4.3415 -19.8262 24.9519
C 3.6753 -21.0540 24.3380
Cl 2.6665 -21.8236 25.5943
H 4.7053 -19.0985 24.2367
H 3.5786 -19.3723 25.5791
H 4.3075 -21.7944 23.8623
H 2.8993 -20.7173 23.6511
Cl 9.6639 -16.0523 24.9363
C 7.9207 -16.3478 25.1170
C 7.6117 -17.6837 25.8053
Cl 8.6664 -18.0437 27.1854
H 7.5002 -16.3342 24.1127
H 7.4821 -15.5077 25.6532
H 7.8337 -18.4981 25.1199
H 6.5656 -17.7347 26.0860
Cl 4.5919 -16.5674 24.3750
C 2.8695 -16.2287 24.8295
C 2.8139 -15.6478 26.2381
Cl 3.6446 -16.7742 27.3574
H 2.2915 -17.1458 24.7627
H 2.4806 -15.4927 24.1292
H 1.7535 -15.7271 26.4809
H 3.3058 -14.6896 26.3222
Cl -1.5540 -19.3222 28.9167
C -0.6154 -20.0595 27.5983
C 0.6915 -19.3236 27.2948
Cl 0.3704 -17.6084 26.8721
H -1.1260 -20.0579 26.6356
H -0.4292 -21.0778 27.9252
H 1.3027 -19.8230 26.5453
H 1.3093 -19.2659 28.1926
C 1.4205 -14.7842 20.4958
C 1.9179 -14.1751 21.7917
C 1.2181 -14.7007 23.0269
C 1.2895 -16.1677 23.1398
N 1.3620 -17.3117 23.2036
H 1.5364 -15.8665 20.4002
H 1.8343 -14.2655 19.6322
H 0.3351 -14.6799 20.3647
H 1.6587 -13.1184 21.6830
H 3.0007 -14.2840 21.8827
H 0.1712 -14.4021 22.9053
H 1.5199 -14.3191 24.0044
C -0.8625 -15.3594 30.9929
C -0.1535 -16.4174 30.1883
C 1.3813 -16.3039 30.0952
C 2.0739 -15.1031 30.5204
N 2.6488 -14.1574 30.8232
H -1.9207 -15.5844 31.1527
H -0.8302 -14.3001 30.7222
H -0.4913 -15.2905 32.0267
H -0.5924 -16.4388 29.1918
H -0.3987 -17.3498 30.6978
H 1.5949 -16.4512 29.0310
H 1.9050 -17.1687 30.5090
C 0.0353 -10.2500 22.5251
C 0.3912 -9.7045 21.3046
C 1.7080 -9.8952 20.8067
C 2.5094 -10.7532 21.5223
C 2.0961 -11.4386 22.6583
C 0.8628 -11.1172 23.2145
C 2.9664 -12.3955 23.4010
O 2.5590 -12.9666 24.3996
C 4.3829 -12.4486 23.0163
C 5.2883 -13.1884 23.7756
C 6.6340 -13.2951 23.4169
C 7.0567 -12.6418 22.2705
C 6.1765 -11.8490 21.5281
C 4.8370 -11.7468 21.8670
C 3.9270 -10.8868 21.0693
O 4.3666 -10.3387 20.0846
H -0.9914 -10.1062 22.8393
H -0.2710 -9.0972 20.7034
H 2.0160 -9.3660 19.9195
H 0.5851 -11.4583 24.2000
H 4.9108 -13.7030 24.6462
H 7.2995 -13.8567 24.0554
H 8.0852 -12.6830 21.9386
H 6.6221 -11.5631 20.5846
C 4.1703 -10.6863 28.3480
C 3.9064 -12.0585 28.2889
C 2.6162 -12.4960 28.2496
C 1.5789 -11.5620 28.1487
C 1.8408 -10.1960 28.0735
C 3.1556 -9.7571 28.2515
C 0.7324 -9.2005 27.9730
O 0.9371 -8.0132 27.8769
C -0.6341 -9.7634 27.7476
C -1.6369 -8.8766 27.4061
C -2.9578 -9.3017 27.1865
C -3.2207 -10.6590 27.3314
C -2.2062 -11.5491 27.6301
C -0.8947 -11.1377 27.8176
C 0.1823 -12.1001 28.1237
O -0.0239 -13.2608 28.4037
H 5.1457 -10.2294 28.4676
H 4.7907 -12.6759 28.3947
H 2.3354 -13.5368 28.2624
H 3.3871 -8.7046 28.3394
H -1.5004 -7.8148 27.2574
H -3.6950 -8.6146 26.7983
H -4.2143 -11.0780 27.2212
H -2.4101 -12.6125 27.5690
```

Properties
SMILES	O=C1c2ccccc2C(=O)c2ccccc21.O=C1c2ccccc2C(=O)c2ccccc21.CCCC#N.CCCC#N.ClCCCl.ClCCCl.ClCCCl.ClCCCl
strongest force on any atom	3.2	eV/A
HOMO energy	-9.7	eV
E_tot	-5796.17908	Eh